No. 1
The molecule C5H8O in a non-equilibrium geometry, computed with ωB97M-V/def2-TZVPD.

Structure (XYZ):
```
14
Properties=species:S:1:pos:R:3:forces:R:3:mulliken_charge:R:1
C -1.8366 0.2715 -0.6538 -0.0256 0.0568 0.0470 -1.1694
C -0.4959 0.1551 0.0174 0.3853 0.3403 -0.4210 0.6335
C 0.5791 0.8896 -0.2773 -0.3473 0.6031 -0.0672 -0.2943
C 1.8169 0.2484 0.2762 -0.3942 0.1221 -0.1115 -0.4306
O 1.4852 -1.1131 -0.0524 -1.4966 -1.0564 1.6528 -0.4245
C 0.0224 -1.0686 0.6918 1.4574 -0.3082 -0.7536 -0.6424
H -2.1482 -0.6821 -1.1021 0.1358 0.1291 0.1642 0.3316
H -1.7590 1.0030 -1.4655 -0.0797 -0.0771 0.1727 0.3112
H -2.6437 0.5977 0.0105 0.1444 -0.0716 0.0220 0.2736
H 0.6140 1.5957 -1.0913 -0.0854 0.6069 0.2715 0.3082
H 1.9087 0.3132 1.3808 -0.1800 0.2322 -0.2909 0.2091
H 2.7537 0.6885 -0.1140 -0.3515 -0.9335 -0.3373 0.3214
H 0.4303 -1.0021 1.6959 -0.5096 0.3730 0.4048 0.2383
H -0.7269 -1.8967 0.6839 1.3469 -0.0168 -0.7534 0.3344
```
Forces are in eV/Å.

Values from the calculation:
HOMO in eV: -8.9
Frontier orbital gap in eV: 9.908
Energy above the lowest of the compared OMol25 structures with the same formula, charge and spin in kJ/mol: 259.0
SMILES: CC1=CCOC1
Maximum force in eV Å⁻¹: 2.5

***

No. 2
The molecule C3H5FS in a non-equilibrium geometry, computed with ωB97M-V/def2-TZVPD.

Structure (XYZ):
```
10
Properties=species:S:1:pos:R:3:forces:R:3:mulliken_charge:R:1
C 0.2323 0.8269 0.0949 2.0726 5.8687 4.8794 0.2343
C -0.1444 -0.1796 1.1728 -3.4588 4.6183 4.3613 -0.5575
C 0.5382 0.0153 -0.9730 0.0156 -1.5180 -4.9551 -0.4143
H 1.1797 1.3553 0.4533 -1.6414 0.3515 -0.2838 0.1924
H 0.4876 0.1167 2.1415 -0.9472 -1.6570 -2.0817 0.2717
H -1.3400 0.1013 1.6451 3.2956 -1.2928 -1.7453 0.2442
H 1.4224 0.2093 -1.6936 -1.2544 -0.7467 1.6596 0.3258
H -0.3663 0.4318 -1.4104 -0.2803 -1.5531 -2.3785 0.2201
F -0.7648 1.8457 -0.3513 1.3593 -1.1237 1.4740 -0.3480
S 0.1090 -1.4251 0.0161 0.8389 -2.9470 -0.9299 -0.1688
```
Forces are in eV/Å.

Values from the calculation:
HOMO in eV: -8.9
Frontier orbital gap in eV: 9.847
Energy above the lowest of the compared OMol25 structures with the same formula, charge and spin in kJ/mol: 275.0
Maximum force in eV Å⁻¹: 7.9

***

No. 3
A structure of composition C42H39BiBr2NOS5 in a non-equilibrium geometry, computed with ωB97M-V/def2-TZVPD.

Structure (XYZ):
```
91
Properties=species:S:1:pos:R:3:forces:R:3:mulliken_charge:R:1
Bi -0.5194 -0.1609 -0.7616 0.4006 0.1531 -0.4381 1.2105
S -1.6028 -0.8546 1.5016 -0.0906 0.0362 0.1918 -0.1212
C -1.0750 -2.5019 1.8308 0.2082 0.2126 0.4595 0.5956
C -1.7693 -3.1306 2.8822 -0.1369 0.1007 -0.1910 -0.9086
C -1.4034 -4.3629 3.3719 0.1142 -0.1798 0.0020 -0.6362
C -0.3129 -5.0380 2.8291 -0.0042 0.0098 -0.0251 -0.6496
C 0.3766 -4.4504 1.7873 -0.1484 -0.1214 0.1640 -0.5046
C 0.0195 -3.1946 1.3005 0.1342 -0.0389 -0.3543 0.0868
S 0.9512 -2.6358 -0.1100 0.4026 0.3595 0.6473 -0.0719
C 2.4585 -1.9118 0.6666 -0.3745 -0.1744 -0.2363 -1.0056
C 2.4761 -0.7174 1.6040 -0.1572 0.1895 0.2377 0.2969
C 3.6330 -0.6141 2.3820 -0.0321 -0.0943 -0.0443 -0.6684
C 3.7723 0.4535 3.2378 0.4269 -0.2353 0.0003 -1.2456
C 2.7771 1.4000 3.2916 -0.3014 0.3032 0.0062 -0.2216
C 1.6557 1.2678 2.4828 0.3864 -0.5271 -0.1699 0.5732
C 0.6416 2.3850 2.4531 -0.2681 -0.6383 -0.3005 1.5933
S -1.7211 2.0838 -1.1702 -0.1121 0.0939 0.3008 -0.3836
C -3.3967 1.5392 -1.0075 0.1181 0.1381 0.0375 0.3743
C -4.3522 2.4914 -0.6592 -0.0452 -0.1061 0.0476 -0.7250
C -5.6729 2.1330 -0.4570 -0.0797 0.0839 0.0215 -0.6359
C -6.0530 0.8059 -0.5924 -0.0759 -0.0762 -0.0417 -0.5620
C -5.1180 -0.1417 -0.9704 -0.0083 0.0822 -0.0148 -0.6828
C -3.7871 0.2076 -1.1958 0.0668 -0.1943 -0.0054 0.4044
S -2.6974 -1.0731 -1.7419 -0.0954 -0.0137 -0.3715 -0.5807
N 1.5207 0.2090 1.6550 -0.1238 -0.0067 -0.0044 0.7725
H -2.6283 -2.6142 3.2877 -0.0334 0.0159 0.0941 0.4640
H -1.9709 -4.8158 4.1752 -0.0353 0.0334 0.0193 0.3579
H -0.0248 -6.0149 3.1907 0.0043 -0.0389 0.0465 0.3651
H 1.2018 -4.9655 1.3125 0.0266 -0.0189 0.0127 0.4518
H 3.0610 -1.6534 -0.2106 -0.0168 -0.0442 -0.0526 0.2012
H 2.9281 -2.7502 1.1830 0.1071 0.0724 -0.0363 0.5780
H 4.4097 -1.3601 2.2902 0.0227 -0.0711 0.0455 0.5164
H 4.6618 0.5536 3.8472 0.0154 -0.0013 0.0241 0.3979
H 2.8717 2.2566 3.9442 -0.0271 0.0799 0.0534 0.4849
H 0.6227 2.7365 1.4210 -0.1151 -0.1461 0.1292 -1.3536
H 1.0300 3.2110 3.0636 -0.0703 -0.1275 -0.0304 0.0931
H -4.0291 3.5142 -0.5226 -0.0215 0.0766 0.0007 0.4327
H -6.4010 2.8860 -0.1848 -0.0188 0.0220 0.0513 0.3541
H -7.0738 0.5037 -0.3936 -0.0230 0.0175 -0.0470 0.3498
H -5.3982 -1.1789 -1.0940 -0.0559 -0.0306 0.0395 0.3975
Br 2.7236 -0.4784 -2.7494 0.4188 0.6654 0.5966 -0.4595
C 1.6431 -2.2605 -4.0679 -0.0907 -0.5820 -0.6779 -0.7184
Br -0.0247 -2.9958 -3.5132 -0.3112 -0.1209 -0.0250 -0.2262
H 2.4373 -2.9911 -4.0288 -0.0288 -0.0898 0.0731 0.3318
H 1.5436 -1.7292 -5.0035 -0.0828 0.0374 0.0140 0.3783
O 1.5576 1.7859 -0.6542 -0.3219 -0.3108 0.3470 0.1093
S 1.6978 3.0044 -1.4784 0.6414 0.8952 0.2551 -0.0064
C 1.4029 4.3734 -0.3132 -0.0791 -0.0628 -0.4452 0.6983
C 2.0876 4.3993 0.8911 0.2141 0.3116 -0.1032 -0.4881
C 1.8259 5.4121 1.7967 0.0871 0.0574 -0.1051 -0.0824
C 0.8803 6.3855 1.4973 0.0119 0.0382 -0.0578 -0.5419
C 0.1830 6.3369 0.3007 -0.0174 0.0371 0.0900 -0.7263
C 0.4410 5.3222 -0.6104 0.0488 -0.0903 -0.0453 -0.6389
C 3.4887 3.3018 -1.5244 -0.1153 -0.1463 -0.1397 0.4679
C 4.3121 2.3462 -0.9596 -0.1562 -0.1280 0.0672 -0.0435
C 5.6836 2.5494 -0.9527 0.0095 0.1365 -0.0660 -0.8994
C 6.2118 3.7050 -1.5071 0.0853 -0.0266 0.0227 -0.4517
C 5.3766 4.6520 -2.0855 -0.0133 0.0210 -0.0507 -0.6485
C 4.0065 4.4499 -2.1001 -0.0494 0.0149 -0.0478 -0.3841
H 2.8075 3.6207 1.1110 0.0641 0.0122 0.0222 0.2153
H 2.3566 5.4437 2.7393 0.0068 -0.0051 0.0417 0.3777
H 0.6815 7.1810 2.2025 -0.0189 -0.0292 0.0237 0.4723
H -0.5735 7.0787 0.0868 -0.0290 0.0435 -0.0386 0.4179
H -0.1052 5.2553 -1.5405 -0.0798 -0.0044 -0.0681 0.4059
H 3.8660 1.4559 -0.5383 -0.0342 -0.0933 -0.0513 0.4159
H 6.3371 1.7991 -0.5300 0.0109 -0.0243 0.0502 0.4291
H 7.2810 3.8699 -1.4937 0.0419 -0.0050 -0.0323 0.3737
H 5.7972 5.5419 -2.5350 -0.0086 0.0377 0.0155 0.3742
H 3.3434 5.1832 -2.5426 -0.0030 0.0464 -0.0268 0.3875
C -2.5839 1.6176 4.5234 0.1171 0.0486 -0.0902 -1.9704
C -1.2138 2.2736 4.2774 -0.0421 -0.2884 -0.0498 3.4160
C -0.2158 1.6905 5.2791 -0.0446 0.1390 -0.0553 -2.3292
C -0.7682 2.0617 2.8446 0.1131 0.5939 0.1807 -2.1475
C -1.3268 3.7941 4.3289 0.0206 0.3268 0.1076 -0.0735
C -0.3065 4.6216 4.8000 -0.0420 -0.1568 0.0768 -0.1354
C -0.3891 6.0027 4.6933 0.0022 0.0934 0.1135 -0.8468
C -1.4979 6.6016 4.1242 -0.0558 -0.0461 0.0282 -0.4347
C -2.5269 5.7951 3.6543 0.0130 0.2013 -0.0141 -0.8659
C -2.4371 4.4209 3.7518 0.0288 -0.1164 -0.0058 -0.4226
H -2.4462 0.5684 4.7748 -0.0025 -0.1022 -0.0594 0.3936
H -3.2077 1.6555 3.6319 -0.0861 0.0109 0.0057 0.3448
H -3.1033 2.1083 5.3487 -0.0252 -0.0135 0.0245 0.4135
H -0.1672 0.6095 5.1457 0.0015 -0.0147 -0.0266 0.4956
H -0.5287 1.8992 6.3043 0.0135 0.0291 0.0279 0.4922
H 0.7900 2.0783 5.1341 0.0611 0.0207 0.0612 0.3082
H -1.4984 2.4379 2.1373 -0.2017 -0.4554 -0.2347 0.5156
H 0.5705 4.1955 5.2675 0.0279 -0.0691 0.0045 0.3296
H 0.4254 6.6141 5.0627 0.0209 0.0065 0.0262 0.3997
H -1.5628 7.6789 4.0482 -0.0037 0.0370 -0.0210 0.4290
H -3.3990 6.2454 3.1962 -0.0135 -0.0246 0.0026 0.3937
H -3.2371 3.8188 3.3468 -0.0666 -0.0511 -0.0094 0.3605
```
Forces are in eV/Å.

Values from the calculation:
Net charge: -1
HOMO (alpha / beta) in eV: -4.6 / -2.8
Frontier orbital gap (alpha / beta) in eV: 6.860 / 4.960
Maximum force in eV Å⁻¹: 1.1

***

No. 4
A cluster of 4 separate species, C19H29B3BrF13O12S3 in total in a non-equilibrium geometry, computed with ωB97M-V/def2-TZVPD.

Structure (XYZ):
```
80
Properties=species:S:1:pos:R:3:forces:R:3:mulliken_charge:R:1
C -4.5652 0.6219 -4.7639 -0.0065 -6.1558 2.3561 -0.1463
C -4.5187 -0.6098 -4.2710 -0.7141 6.4846 -1.3232 -0.3228
B -4.6919 -1.7919 -3.1410 0.1689 -1.0951 -0.4061 0.4851
O -6.0128 -2.3325 -2.7692 2.0240 3.1886 1.8452 -0.2720
B -6.2060 -1.7751 -1.4184 0.5492 -1.5419 -0.7928 0.4302
Br -7.7658 -0.5694 -1.1540 1.3436 -1.0894 0.0773 -0.2348
O -5.2223 -2.1272 -0.4172 0.0348 1.2869 -3.1206 -0.3486
B -3.8867 -2.2607 -0.9711 0.9097 -1.0270 0.0466 0.2870
C -2.6477 -2.3624 0.1069 -0.3464 -0.3073 0.7324 -0.6458
C -1.6854 -1.0646 0.1277 0.7558 -0.2182 1.2595 -0.8322
C -0.5513 -1.0448 -1.0218 0.0428 -1.7665 -0.2776 0.9093
F -0.6615 -2.2730 -1.8124 0.4121 2.9714 1.8401 -0.3360
F 0.8085 -1.0852 -0.4837 -3.3676 0.4720 -1.4126 -0.2478
C -0.7429 0.1624 -2.1094 0.4876 -2.2654 -1.2776 0.2971
F -0.0892 -0.3222 -3.3235 -1.9396 1.7385 2.8472 -0.3114
F -2.1513 0.2742 -2.3517 3.5954 0.2536 0.4867 -0.1793
C -0.0095 1.5366 -1.6965 1.6850 -0.0977 1.5630 0.7718
F 0.0619 1.6823 -0.2438 -0.5942 -0.5321 -3.7164 -0.2477
F 1.3806 1.4169 -2.1160 -4.0107 0.7274 0.9109 -0.3128
C -0.7174 2.8850 -2.2353 0.4642 2.1636 1.6710 0.4926
F 0.0648 3.9869 -1.6777 -1.9193 -2.8030 -1.5843 -0.3004
F -2.0504 3.0730 -1.6768 3.6545 -0.9640 -1.8645 -0.2676
C -0.6780 3.0891 -3.8335 -0.0283 -0.3893 -2.2919 0.5268
F -1.2990 1.9953 -4.5713 1.6310 2.7537 2.4243 -0.2376
F 0.6690 3.1965 -4.3161 -3.5118 -0.3040 1.6683 -0.2599
C -1.4820 4.4274 -4.3415 -0.1597 1.0226 -2.5186 0.5527
F -0.9503 5.6397 -3.8121 -2.0079 -3.5945 -1.1492 -0.1992
F -2.9046 4.2916 -4.1985 4.2282 0.6933 0.0838 -0.2034
F -1.2402 4.4831 -5.7775 -0.7399 -0.0883 4.0152 -0.2491
O -3.5663 -2.3551 -2.3944 -3.2533 2.2113 1.2537 -0.1323
H -4.6651 1.6676 -5.2409 0.3436 -2.4425 1.0114 0.3487
H -3.1248 -2.4303 1.1710 0.8639 0.2516 -1.8664 0.2563
H -2.0435 -3.3513 -0.0081 -0.9320 1.8792 -0.0092 0.2483
H -1.1107 -1.1028 1.1436 -0.8296 0.1514 -1.9443 0.4215
H -2.3162 -0.0923 0.1807 1.2401 -1.5809 -0.4685 0.2536
O 4.7327 2.1470 3.6271 0.0113 -0.6326 -0.2219 -0.6362
S 4.3331 0.7629 3.6855 -0.4621 -0.4267 -0.0431 1.1601
O 5.2782 -0.3087 3.5023 -0.2599 0.8517 0.0002 -0.6220
O 3.0832 0.5317 2.6816 0.3155 0.1445 1.0580 -0.1741
C 3.2316 0.8987 1.3118 0.2138 0.0701 -1.0708 0.1277
C 4.0817 -0.1037 0.5532 0.3200 -0.1154 0.0687 -1.2754
C 3.4636 0.4815 5.2019 -0.1774 0.0125 -0.0575 -0.8550
H 3.6401 1.9107 1.2253 0.0377 -0.0636 0.1846 0.3709
H 2.2289 0.9175 0.8764 0.0042 -0.0418 0.3955 -0.1383
H 5.1148 -0.0942 0.9091 -0.1050 0.0192 -0.0465 0.4466
H 4.0923 0.1277 -0.5145 -0.1132 0.0287 0.0681 0.3784
H 3.7002 -1.1184 0.6945 -0.0526 0.1255 -0.0571 0.3014
H 2.7187 1.2657 5.3344 0.0463 -0.0847 -0.0530 0.2304
H 4.1909 0.5127 6.0139 0.0497 0.0311 -0.1872 0.3838
H 2.9940 -0.5014 5.1628 0.0635 0.1028 -0.0588 0.3081
O 0.8612 -6.5716 0.6141 0.7085 0.1352 -0.1905 -0.6339
S 2.1136 -6.9284 -0.0033 0.1752 -0.1012 -0.5189 1.2435
O 3.3762 -6.4817 0.5279 -0.8465 -0.0466 -0.0517 -0.6083
O 2.0513 -6.5548 -1.5783 -0.0120 -0.8394 0.7705 -0.2720
C 1.7323 -5.2146 -1.9473 -0.0505 1.1013 -0.1963 -0.2755
C 2.9066 -4.2790 -1.7263 0.1873 0.0649 0.2802 -1.0001
C 2.1817 -8.6878 -0.1886 -0.0438 -0.0395 -0.1832 -0.9394
H 0.8434 -4.8681 -1.4113 0.0769 -0.1600 0.0529 0.2697
H 1.4822 -5.2279 -3.0115 0.0030 -0.3570 0.1635 0.2629
H 3.1361 -4.1788 -0.6626 -0.0400 0.0059 -0.1068 0.2652
H 2.6862 -3.2832 -2.1177 -0.0679 -0.1019 -0.0436 0.3565
H 3.8047 -4.6645 -2.2161 -0.1247 0.0420 -0.0269 0.3334
H 1.2455 -9.0347 -0.6251 0.0854 0.0812 0.0275 0.3125
H 2.3183 -9.1223 0.8023 -0.0173 0.1907 -0.0317 0.3690
H 3.0286 -8.9436 -0.8252 -0.0772 0.0904 0.0614 0.3169
O -0.5277 2.7585 3.9035 -0.0768 0.6865 0.1993 -0.6218
S -0.1091 4.1365 3.8410 0.1885 0.4094 -0.4082 1.2101
O -0.1796 5.0039 4.9895 -0.1680 -0.7198 -0.4247 -0.6267
O -0.8557 4.8595 2.5976 0.8706 -0.4174 0.3584 -0.1944
C -2.2797 4.8182 2.5417 -1.0234 0.1116 0.1256 -0.2567
C -2.9076 5.7793 3.5342 0.0504 0.0300 0.3417 -1.1535
C 1.5362 4.2078 3.1923 -0.0495 0.0382 -0.1614 -0.7494
H -2.6420 3.7969 2.6954 0.1919 0.0214 0.0437 0.3323
H -2.5668 5.1131 1.5287 0.3792 -0.0801 0.0249 0.2458
H -2.7072 5.4704 4.5630 -0.0359 0.0185 -0.1145 0.3236
H -3.9911 5.8196 3.4007 0.0796 -0.0236 -0.0948 0.3954
H -2.4954 6.7843 3.4120 -0.0741 -0.0985 -0.0693 0.2794
H 1.5926 3.5844 2.3002 -0.0421 0.0448 0.0858 0.0472
H 2.2143 3.8295 3.9583 -0.1345 -0.0016 -0.0104 0.3735
H 1.7807 5.2445 2.9610 -0.0779 -0.0934 0.0491 0.3946
```
Forces are in eV/Å.

Values from the calculation:
HOMO in eV: -10.7
Frontier orbital gap in eV: 10.209
Energy above the lowest of the compared OMol25 structures with the same formula, charge and spin in kJ/mol: 673.9
SMILES: C#CB1OB(Br)OB(CCC(F)(F)C(F)(F)C(F)(F)C(F)(F)C(F)(F)C(F)(F)F)O1.CCOS(C)(=O)=O.CCOS(C)(=O)=O.CCOS(C)(=O)=O
Maximum force in eV Å⁻¹: 6.7

***

What did the first record say?
The molecule C5H8O in a non-equilibrium geometry, computed with ωB97M-V/def2-TZVPD.

Structure (XYZ):
```
14
Properties=species:S:1:pos:R:3:forces:R:3:mulliken_charge:R:1
C -1.8366 0.2715 -0.6538 -0.0256 0.0568 0.0470 -1.1694
C -0.4959 0.1551 0.0174 0.3853 0.3403 -0.4210 0.6335
C 0.5791 0.8896 -0.2773 -0.3473 0.6031 -0.0672 -0.2943
C 1.8169 0.2484 0.2762 -0.3942 0.1221 -0.1115 -0.4306
O 1.4852 -1.1131 -0.0524 -1.4966 -1.0564 1.6528 -0.4245
C 0.0224 -1.0686 0.6918 1.4574 -0.3082 -0.7536 -0.6424
H -2.1482 -0.6821 -1.1021 0.1358 0.1291 0.1642 0.3316
H -1.7590 1.0030 -1.4655 -0.0797 -0.0771 0.1727 0.3112
H -2.6437 0.5977 0.0105 0.1444 -0.0716 0.0220 0.2736
H 0.6140 1.5957 -1.0913 -0.0854 0.6069 0.2715 0.3082
H 1.9087 0.3132 1.3808 -0.1800 0.2322 -0.2909 0.2091
H 2.7537 0.6885 -0.1140 -0.3515 -0.9335 -0.3373 0.3214
H 0.4303 -1.0021 1.6959 -0.5096 0.3730 0.4048 0.2383
H -0.7269 -1.8967 0.6839 1.3469 -0.0168 -0.7534 0.3344
```
Forces are in eV/Å.

Values from the calculation:
HOMO in eV: -8.9
Frontier orbital gap in eV: 9.908
Energy above the lowest of the compared OMol25 structures with the same formula, charge and spin in kJ/mol: 259.0
SMILES: CC1=CCOC1
Maximum force in eV Å⁻¹: 2.5

***

Q: Which of these has the lowest maximum force?
A: C42H39BiBr2NOS5

***

Q: Which value of maximum force does entry 3 give?
A: 1.1 eV Å⁻¹

***

Q: What is the formula in the second record?
A: C3H5FS